Record 1
Here is a structure of composition C6H14O4 from OMol25. Energies are from the ωB97M-V functional and the def2-TZVPD basis.

Geometry as XYZ:
```
24
C6H14O4, DFT the ωB97M-V functional and the def2-TZVPD basis
C 1.35 -0.65 -1.37
C 0.82 -0.67 0.75
C 2.07 -0.01 1.31
O 1.79 0.60 -1.62
O 0.38 -1.13 -2.05
H -0.52 -0.34 -1.85
H 1.06 1.12 -1.99
H 2.17 -1.30 -1.08
H 0.00 -0.56 1.45
H 0.93 -1.75 0.65
H 1.98 1.08 1.29
H 2.24 -0.30 2.36
H 2.97 -0.26 0.75
C -2.55 -1.21 -0.01
C -0.67 1.92 0.57
C -1.10 0.66 -0.10
O -2.02 -0.03 0.60
O -1.11 0.60 -1.38
H -3.03 -0.97 -0.96
H -3.27 -1.61 0.69
H -1.75 -1.94 -0.18
H -1.42 2.69 0.36
H 0.29 2.25 0.18
H -0.60 1.79 1.65
```

relative energy (zero: lowest compared OMol25 entry of this formula, charge and spin): 390.0 kJ/mol
net charge: 0
DFT total energy: -537.860514 a.u.
E_LUMO: 0.023 hartree



Record 2
Here is the molecule C6H14O8S2 from OMol25. Energies are from the ωB97M-V functional and the def2-TZVPD basis.

Geometry as XYZ:
```
30
C6H14O8S2, DFT the ωB97M-V functional and the def2-TZVPD basis
C -2.61 -0.30 1.70
S -2.52 -0.92 0.01
O -1.28 -1.64 -0.18
O -3.73 -1.61 -0.29
O -2.51 0.40 -0.89
C -1.27 0.96 -1.26
C -0.39 1.27 -0.05
O -1.03 2.22 0.77
C 1.01 1.81 -0.41
O 1.69 2.08 0.79
C 1.80 0.85 -1.32
O 1.46 -0.51 -1.12
S 2.14 -1.20 0.17
C 1.49 -2.85 -0.04
O 3.56 -1.15 0.02
O 1.63 -0.59 1.37
H -2.44 0.77 1.67
H -3.60 -0.52 2.07
H -1.85 -0.80 2.28
H -0.74 0.26 -1.91
H -1.51 1.88 -1.80
H -0.24 0.33 0.51
H -0.34 2.64 1.31
H 0.91 2.77 -0.92
H 1.81 1.24 1.26
H 1.59 1.05 -2.38
H 2.87 0.97 -1.13
H 0.42 -2.72 -0.15
H 1.95 -3.26 -0.93
H 1.74 -3.43 0.84
```

net charge: 0
SMILES: CS(=O)(=O)OC[C@H](O)[C@@H](O)COS(C)(=O)=O
DFT total energy: -1635.288359 a.u.
E_LUMO: 0.020 hartree



Record 3
Here is a cluster of 2 separate species, C6H14SSi in total from OMol25. Energies are from the ωB97M-V functional and the def2-TZVPD basis.

Geometry as XYZ:
```
22
C6H14SSi, DFT the ωB97M-V functional and the def2-TZVPD basis
C -1.62 -0.85 2.80
C -0.78 -1.19 1.80
C 0.24 2.33 -0.26
C -0.91 0.59 -2.89
C 2.79 -0.58 0.08
C -1.11 -1.70 0.55
Si 0.09 0.71 -1.31
S 1.94 -0.42 -1.65
H -1.25 -0.65 3.85
H -2.79 -0.88 2.74
H 0.37 -1.10 2.06
H -0.35 3.11 -0.69
H -0.34 2.27 0.70
H 1.16 2.81 0.14
H -0.94 1.67 -3.30
H -0.58 -0.12 -3.67
H -1.85 0.18 -2.55
H 2.10 -0.44 0.85
H 3.64 -0.01 0.06
H 2.75 -1.70 0.13
H -2.23 -1.84 0.42
H -0.32 -2.17 0.16
```

relative energy (zero: lowest compared OMol25 entry of this formula, charge and spin): 415.6 kJ/mol
net charge: 0
DFT total energy: -924.532822 a.u.
E_LUMO (spin up / spin down): -0.003 / 0.007 hartree



Record 4
Here is a structure of composition C6H15AgF6N7O11S2 from OMol25. Energies are from the ωB97M-V functional and the def2-TZVPD basis.

Geometry as XYZ:
```
48
C6H15AgF6N7O11S2, DFT the ωB97M-V functional and the def2-TZVPD basis
Ag -13.52 1.33 -21.43
C -17.41 3.47 -18.23
F -17.83 2.33 -18.77
F -18.50 4.25 -18.04
F -16.71 3.19 -17.10
S -16.39 4.63 -19.44
O -16.81 4.08 -20.73
O -16.84 6.03 -19.21
N -14.74 4.13 -19.22
S -14.30 5.06 -17.96
O -15.38 5.51 -17.14
O -13.19 4.39 -17.25
C -13.64 6.64 -18.71
F -12.34 6.74 -18.55
F -13.97 6.85 -20.01
F -13.98 7.70 -17.93
O -12.57 3.83 -27.07
C -12.83 4.21 -25.79
O -13.12 3.44 -24.84
O -12.50 5.37 -25.62
H -12.67 4.65 -27.55
O -16.38 -0.27 -22.79
H -16.57 -1.19 -22.98
H -17.10 0.22 -23.19
C -13.11 -0.82 -16.63
O -13.46 -0.58 -17.78
N -11.95 -0.42 -16.12
N -13.81 -1.52 -15.75
H -11.72 -0.76 -15.19
H -11.30 0.10 -16.69
H -13.46 -1.61 -14.81
H -14.77 -1.75 -15.95
C -8.87 3.61 -21.40
O -9.74 2.87 -21.00
N -7.70 3.79 -20.97
N -8.97 4.54 -22.22
H -7.46 3.14 -20.23
H -6.98 4.15 -21.59
H -9.84 4.63 -22.71
H -8.21 5.20 -22.21
C -10.70 -1.85 -24.59
O -11.36 -1.45 -23.68
N -11.05 -2.97 -25.06
N -9.97 -1.17 -25.37
H -11.72 -3.48 -24.50
H -10.75 -3.39 -25.93
H -9.36 -1.60 -26.05
H -9.94 -0.16 -25.32
```

2S+1: 2
relative energy (zero: lowest compared OMol25 entry of this formula, charge and spin): 523.4 kJ/mol
expectation value of S²: 0.76
net charge: 0
DFT total energy: -2990.877768 a.u.
E_LUMO (spin up / spin down): -0.086 / -0.161 hartree



Record 5
Here is a structure of composition C6H15AlNO2 from OMol25. Energies are from the ωB97M-V functional and the def2-TZVPD basis.

Geometry as XYZ:
```
25
C6H15AlNO2, DFT the ωB97M-V functional and the def2-TZVPD basis
Al 1.73 -1.11 2.81
C -2.43 0.48 3.17
O -1.82 0.03 2.00
C -2.47 0.59 0.86
C -1.45 0.92 -0.24
N -0.45 -0.13 -0.46
C 0.43 0.39 -1.51
C 1.52 -0.66 -1.85
O 2.44 -0.94 -0.80
C 3.82 -1.10 -1.29
H -2.34 1.56 3.31
H -2.05 -0.10 4.01
H -3.51 0.36 3.13
H -3.12 1.43 1.11
H -3.19 -0.15 0.52
H -1.00 1.88 0.02
H -1.96 1.04 -1.20
H -0.84 -0.95 -0.89
H 0.87 1.36 -1.25
H -0.14 0.54 -2.43
H 2.14 -0.28 -2.66
H 1.07 -1.59 -2.21
H 4.47 -1.31 -0.44
H 4.26 -0.26 -1.83
H 4.00 -2.00 -1.88
```

relative energy (zero: lowest compared OMol25 entry of this formula, charge and spin): 105.4 kJ/mol
net charge: +3
DFT total energy: -683.842526 a.u.
E_LUMO: -0.646 hartree



Record 6
Here is the ion C6H15BN3 with charge +1 from OMol25. Energies are from the ωB97M-V functional and the def2-TZVPD basis.

Geometry as XYZ:
```
25
C6H15BN3, DFT the ωB97M-V functional and the def2-TZVPD basis
C 3.15 -1.13 -0.09
N 1.78 -0.47 -0.02
C 1.67 0.84 0.23
C 0.64 1.66 0.29
N -0.71 1.32 -0.04
C -1.67 2.28 0.59
C -1.06 0.72 -1.37
B -1.07 -0.15 -0.19
N -1.50 -1.19 0.56
C -1.73 -2.52 0.02
H 3.49 -1.27 0.85
H 2.95 -2.15 -0.38
H 3.84 -0.53 -0.81
H 0.95 -1.04 -0.02
H 2.68 1.22 0.59
H 0.89 2.71 0.64
H -1.57 3.12 -0.07
H -2.68 2.00 0.65
H -1.27 2.52 1.58
H -0.25 0.80 -2.05
H -1.96 1.07 -1.86
H -1.26 -1.26 1.50
H -1.73 -2.63 -1.08
H -0.90 -3.05 0.29
H -2.68 -2.86 0.20
```

relative energy (zero: lowest compared OMol25 entry of this formula, charge and spin): 163.5 kJ/mol
net charge: +1
SMILES: CN/C=C\[N@@+]1(C)CB1NC
DFT total energy: -426.432738 a.u.
E_LUMO: -0.101 hartree



Record 7
Here is the molecule C6H15BO2 from OMol25. Energies are from the ωB97M-V functional and the def2-TZVPD basis.

Geometry as XYZ:
```
24
C6H15BO2, DFT the ωB97M-V functional and the def2-TZVPD basis
C -1.75 -1.77 -0.45
B -0.33 -1.28 -0.76
O 0.52 -2.01 -1.49
C 0.20 0.25 -0.50
C -0.78 1.10 -1.33
O 1.74 0.45 -1.03
C 0.24 0.53 1.01
C 1.16 -0.47 1.68
C 0.72 2.01 1.33
H -2.20 -1.67 -1.37
H -2.31 -1.09 0.17
H -2.14 -2.78 0.07
H 0.24 -2.92 -1.56
H -1.71 0.62 -1.14
H -0.76 2.20 -1.30
H -0.60 0.74 -2.33
H 1.58 0.29 -1.95
H -0.76 0.53 1.37
H 1.38 -0.13 2.77
H 0.88 -1.50 1.42
H 2.12 -0.29 1.16
H 1.62 2.31 0.81
H 0.90 2.14 2.37
H 0.04 2.73 1.05
```

relative energy (zero: lowest compared OMol25 entry of this formula, charge and spin): 210.2 kJ/mol
net charge: 0
SMILES: CB(O)[C@](C)(O)C(C)C
DFT total energy: -412.934139 a.u.
E_LUMO: 0.016 hartree



Record 8
Here is a structure of composition C6H15BiClI2O2PS from OMol25. Energies are from the ωB97M-V functional and the def2-TZVPD basis.

Geometry as XYZ:
```
29
C6H15BiClI2O2PS, DFT the ωB97M-V functional and the def2-TZVPD basis
I -1.98 2.16 -1.27
I 0.85 1.50 -1.42
Bi -0.76 -1.48 1.50
P -1.14 -1.54 -1.50
C -1.30 -0.60 -3.11
C -0.08 -2.90 -2.12
H -2.83 -3.11 -0.65
H -2.86 -3.08 -2.43
H -3.54 -1.71 -1.50
C -2.73 -2.45 -1.53
H 0.19 -3.58 -1.31
H -0.57 -3.48 -2.91
H -1.66 -1.24 -3.93
H -0.34 -0.14 -3.39
H 0.84 -2.47 -2.53
H -2.02 0.22 -2.97
C -0.06 3.58 -1.13
O 0.58 4.55 -1.34
Cl -0.63 -3.88 1.69
C 1.45 3.08 3.77
S 1.42 1.97 2.39
C 2.94 1.05 2.70
O 0.29 0.99 2.68
H 2.33 3.70 3.68
H 1.42 2.49 4.70
H 0.55 3.70 3.73
H 3.29 1.29 3.70
H 2.73 -0.03 2.57
H 3.63 1.39 1.93
```

relative energy (zero: lowest compared OMol25 entry of this formula, charge and spin): 279.1 kJ/mol
net charge: +2
DFT total energy: -2397.051565 a.u.
E_LUMO (spin up / spin down): -0.394 / -0.394 hartree



Record 9
Here is a structure of composition C6H15Br2N2 from OMol25. Energies are from the ωB97M-V functional and the def2-TZVPD basis.

Geometry as XYZ:
```
25
C6H15Br2N2, DFT the ωB97M-V functional and the def2-TZVPD basis
C 0.41 1.84 0.47
C 0.58 -0.08 1.91
C -0.97 -1.74 -0.07
C -1.93 0.46 -0.59
C 0.77 0.42 0.53
C -0.70 -0.38 -0.55
N 2.00 -0.02 -0.27
N 0.04 -0.47 -1.87
Br 3.54 1.20 -0.25
Br 2.68 -1.81 0.15
H -0.60 2.14 0.79
H 1.18 2.28 1.13
H 0.46 2.31 -0.56
H -0.46 -0.44 1.93
H 0.81 0.70 2.71
H 1.19 -1.02 2.05
H -0.21 -2.07 0.63
H -1.99 -1.84 0.49
H -1.03 -2.40 -0.80
H -2.73 -0.01 -0.98
H -1.77 1.48 -0.97
H -2.07 0.73 0.57
H 0.47 0.54 -2.15
H -0.58 -0.82 -2.61
H 0.88 -1.00 -1.70
```

relative energy (zero: lowest compared OMol25 entry of this formula, charge and spin): 208.4 kJ/mol
net charge: +1
DFT total energy: -5494.754642 a.u.
E_LUMO: -0.168 hartree



Record 10
Here is a structure of composition C6H15F2N2O10S3Sn from OMol25. Energies are from the ωB97M-V functional and the def2-TZVPD basis.

Geometry as XYZ:
```
39
C6H15F2N2O10S3Sn, DFT the ωB97M-V functional and the def2-TZVPD basis
Sn 0.12 -1.01 -0.54
S -0.67 -3.05 0.95
O -1.47 -1.92 0.51
O 0.73 -2.58 0.93
O -1.10 -3.53 2.24
O -0.93 -4.20 0.02
N 0.74 0.30 -1.76
S 0.65 1.70 -2.38
O -0.31 1.91 -3.47
O 1.88 2.48 -2.37
F -0.17 2.43 -1.20
S 1.75 -0.24 -3.03
O 3.16 -0.25 -2.69
O 1.36 0.07 -4.43
F 1.32 -1.82 -2.85
C -3.44 -1.16 -0.66
O -2.34 -0.26 -0.59
C -2.65 0.88 0.23
C -1.38 1.84 0.24
N -0.27 1.04 0.80
C 1.09 1.66 0.69
C 2.00 0.95 1.66
O 2.39 -0.36 1.33
C 2.72 -1.19 2.41
H -4.33 -0.66 -1.04
H -3.70 -1.63 0.28
H -3.17 -1.89 -1.43
H -2.95 0.56 1.23
H -3.47 1.49 -0.15
H -1.65 2.67 0.89
H -1.10 2.21 -0.75
H -0.49 0.93 1.78
H 1.00 2.67 1.07
H 1.48 1.67 -0.33
H 1.62 1.04 2.68
H 2.95 1.48 1.64
H 1.93 -1.38 3.13
H 3.57 -0.70 2.89
H 3.11 -2.14 2.07
```

relative energy (zero: lowest compared OMol25 entry of this formula, charge and spin): 803.3 kJ/mol
net charge: -1
DFT total energy: -2707.834611 a.u.
E_LUMO: 0.086 hartree



Record 11
Here is a structure of composition C6H15F4KN2O12PS4 from OMol25. Energies are from the ωB97M-V functional and the def2-TZVPD basis.

Geometry as XYZ:
```
45
C6H15F4KN2O12PS4, DFT the ωB97M-V functional and the def2-TZVPD basis
K -0.15 -1.13 2.42
N -0.51 1.62 3.38
S -0.73 2.99 2.75
O 0.42 3.56 2.02
O -1.57 3.94 3.43
F -1.60 2.52 1.49
S 0.28 2.20 4.79
O -0.57 2.72 5.81
O 1.64 2.61 4.69
F 0.44 0.68 5.30
N 2.68 -1.52 2.05
S 2.68 -2.28 0.54
O 1.54 -3.13 0.35
O 3.92 -2.61 -0.10
F 2.35 -0.90 -0.18
S 2.90 -2.74 2.90
O 4.26 -3.20 2.83
O 1.76 -3.62 3.12
F 2.85 -2.06 4.36
C 1.67 -2.07 -3.19
C 0.18 -1.68 -3.16
O -0.05 -0.35 -2.67
P -0.98 -0.03 -1.43
O -0.65 -0.68 -0.15
O -1.06 1.55 -1.45
C 0.04 2.41 -1.06
C 1.16 2.39 -2.08
O -2.42 -0.46 -2.01
C -3.54 -0.20 -1.11
C -4.84 -0.66 -1.79
H 1.88 -2.54 -2.24
H 2.01 -2.56 -4.10
H 2.34 -1.22 -3.33
H -0.11 -1.65 -4.21
H -0.43 -2.42 -2.64
H -0.37 3.41 -1.14
H 0.37 2.18 -0.05
H 1.86 1.56 -2.11
H 0.69 2.41 -3.07
H 1.85 3.23 -1.99
H -3.34 -0.77 -0.20
H -3.56 0.88 -0.97
H -4.80 -1.75 -1.78
H -5.66 -0.34 -1.16
H -4.84 -0.31 -2.82
```

relative energy (zero: lowest compared OMol25 entry of this formula, charge and spin): 111.1 kJ/mol
net charge: -1
DFT total energy: -4183.724895 a.u.
E_LUMO: 0.069 hartree



Record 12
Here is a structure of composition C6H15FIPTi from OMol25. Energies are from the ωB97M-V functional and the def2-TZVPD basis.

Geometry as XYZ:
```
25
C6H15FIPTi, DFT the ωB97M-V functional and the def2-TZVPD basis
C 0.71 0.46 2.55
C 0.34 -1.01 2.66
F 1.45 -1.81 2.58
C -0.60 -1.57 1.55
P -0.01 -1.00 -0.33
C 0.38 -0.14 -2.24
C -0.36 1.12 -2.53
C -0.06 2.32 -1.67
I 0.43 1.09 -4.50
H 1.72 0.56 2.12
H 0.76 0.94 3.53
H -0.01 1.03 1.95
H -0.20 -1.22 3.60
H -0.56 -2.68 1.59
H -1.62 -1.20 1.83
H -1.38 -0.13 -0.29
H -0.13 -2.34 -0.81
H 1.24 -0.63 0.21
H 1.47 -0.02 -2.17
H 0.14 -1.02 -2.87
H -1.43 0.95 -2.62
H 0.97 2.33 -1.29
H -0.19 3.26 -2.22
H -0.74 2.38 -0.82
Ti -2.33 -1.67 0.19
```

2S+1: 2
expectation value of S²: 0.83
net charge: +3
DFT total energy: -1824.504542 a.u.
E_LUMO (spin up / spin down): -0.554 / -0.550 hartree